No. 1
{
  "formula": "C18H16IIrN2OSTe",
  "method": "ωB97M-V with the def2-TZVPD basis set",
  "de_lowest_kcal_mol": 12.8,
  "lumo_energy_ha": -0.297,
  "charge": 2,
  "e_tot_ev": -53004.6458,
  "e_homo_ev": -14.55,
  "species": ["C", "C", "C", "C", "H", "H", "C", "C", "H", "H", "H", "S", "H", "C", "C", "C", "H", "H", "C", "I", "H", "C", "H", "C", "Te", "N", "C", "H", "H", "C", "C", "N", "C", "C", "O", "C", "H", "H", "Ir", "H", "H"],
  "coordinates": [[-0.908, 1.072, 4.566], [-0.638, -0.247, 4.228], [-5.342, 2.745, 0.834], [-3.300, 3.325, -0.306], [-1.122, 3.136, -0.267], [1.207, -5.115, -3.811], [-3.661, 0.931, 0.370], [-3.720, 4.649, -0.377], [-4.451, 0.218, 0.145], [-1.023, 1.359, 5.603], [-0.538, -1.008, 4.989], [1.685, -0.235, -1.175], [-3.197, 0.666, 1.318], [1.355, -4.164, -3.322], [2.513, -3.411, -3.531], [-1.027, 2.019, 3.555], [-0.545, -4.181, -2.245], [-5.985, 2.002, 1.288], [-0.484, -0.587, 2.903], [-1.431, 4.013, 3.953], [-0.977, 2.304, 1.436], [-1.975, 2.915, -0.899], [3.284, -3.779, -4.193], [-0.885, 1.604, 2.245], [-2.165, 0.799, -1.156], [0.583, -2.501, -1.870], [-4.113, 2.370, 0.301], [-6.706, 4.354, 1.185], [-3.098, 5.389, -0.866], [-4.938, 5.019, 0.169], [2.673, -2.199, -2.896], [-0.618, 0.327, 1.917], [1.670, -1.749, -2.042], [-5.748, 4.068, 0.774], [-0.398, -2.070, -1.038], [0.386, -3.687, -2.481], [-5.264, 6.048, 0.106], [-0.256, -1.600, 2.600], [-0.187, -0.392, -0.010], [3.553, -1.589, -3.041], [-1.789, 3.350, -1.879]],
  "mulliken_charge": [-0.11, -0.76, -0.82, 0.82, 0.50, 0.43, -0.91, -0.93, 0.61, 0.44, 0.44, -0.21, 0.39, -0.72, -0.16, -0.52, 0.48, 0.47, -0.02, 0.24, -0.01, -1.23, 0.43, 0.30, 0.11, 0.32, 0.80, 0.43, 0.47, -0.59, -0.72, -0.21, 0.74, -0.60, -0.64, -0.20, 0.44, 0.41, 1.04, 0.41, 0.64]
}

No. 2
{
  "formula": "C48H72ClO8RbTe",
  "method": "ωB97M-V with the def2-TZVPD basis set",
  "de_lowest_kcal_mol": 26.0,
  "lumo_energy_ha": 0.137,
  "charge": -2,
  "e_tot_ev": -87801.8756,
  "e_homo_ev": -2.06,
  "species": ["H", "H", "C", "H", "C", "H", "C", "C", "C", "H", "H", "C", "O", "H", "C", "H", "C", "H", "H", "H", "H", "H", "C", "C", "C", "H", "C", "C", "H", "C", "H", "O", "C", "H", "H", "H", "C", "H", "C", "Rb", "H", "H", "H", "H", "H", "H", "C", "C", "H", "C", "C", "H", "H", "H", "H", "H", "H", "C", "H", "C", "H", "H", "H", "C", "H", "H", "C", "H", "H", "C", "C", "H", "C", "H", "C", "H", "H", "C", "C", "C", "H", "H", "C", "O", "H", "H", "C", "H", "C", "H", "C", "H", "C", "C", "C", "H", "H", "O", "C", "H", "H", "H", "C", "H", "H", "C", "C", "H", "H", "H", "C", "H", "Cl", "O", "C", "H", "H", "H", "O", "H", "H", "H", "Te", "H", "O", "C", "C", "H", "H", "C", "O"],
  "coordinates": [[-2.432, -4.988, -5.799], [-3.236, -2.151, -3.472], [1.716, 0.238, 6.750], [5.214, -2.819, -2.073], [5.735, -2.669, -1.131], [3.184, -1.886, -2.177], [-3.860, 6.093, -4.411], [2.031, 1.787, 2.298], [3.620, -0.639, 5.421], [-2.971, -2.908, -7.199], [-0.735, -3.985, -7.189], [-2.593, 0.662, 0.797], [0.240, 3.098, 1.382], [-3.524, 2.350, -1.222], [2.102, -0.434, 5.424], [-4.167, 3.696, -1.386], [-3.099, -0.554, -1.376], [2.243, -0.428, -3.918], [-3.140, 3.748, 0.456], [-3.598, -2.110, -5.751], [-0.051, -2.394, -6.860], [2.055, 4.171, -1.694], [-2.173, -4.330, -4.969], [0.676, 2.122, 2.253], [5.536, -2.230, 1.304], [-0.819, 6.750, -5.110], [-1.267, -2.097, -4.312], [-2.703, -2.294, -6.338], [1.056, -1.265, -0.246], [-3.072, -1.744, 0.809], [4.866, -2.057, 2.143], [-2.608, 1.799, 0.217], [-2.224, -1.786, -3.354], [3.911, -1.262, 6.268], [-3.971, -1.170, -1.628], [3.938, -1.136, 4.508], [1.620, 0.428, 4.264], [3.204, -3.687, -0.766], [3.870, 0.011, 0.507], [-0.731, 2.915, -1.079], [-3.706, 6.355, -5.456], [6.301, -3.575, -0.906], [-1.916, 2.599, 2.358], [1.797, -2.471, 6.122], [-4.663, -3.928, 1.692], [-3.938, 7.011, -3.837], [-0.233, 1.516, 3.126], [-2.449, -0.688, 2.828], [-4.287, -3.731, 4.712], [-0.888, 6.516, -4.050], [-1.783, -3.599, 3.557], [4.142, 0.312, 5.506], [-3.695, -2.070, 4.805], [4.289, -4.446, 0.405], [-2.230, -0.726, 3.888], [-2.330, -1.335, -6.691], [-0.439, 0.270, 4.830], [2.441, 0.059, -1.850], [-3.340, -2.621, 0.231], [-2.278, 0.517, 2.183], [-1.342, -2.836, 4.191], [6.086, -3.154, 1.495], [-4.791, 5.544, -4.322], [1.439, -1.814, 5.329], [-0.295, 4.442, 2.883], [1.414, 1.046, -3.402], [0.314, -0.720, -3.083], [4.415, 0.022, 1.441], [0.360, -1.733, 5.413], [-4.096, -2.826, 4.135], [-1.945, -0.996, -2.248], [1.233, 5.459, -1.546], [2.482, 0.960, 3.319], [3.540, 0.751, 3.360], [3.761, -3.525, 0.154], [0.764, 4.146, -3.237], [-1.913, -4.507, 4.148], [3.115, 1.125, 0.201], [0.341, 4.373, 1.988], [-3.121, -3.114, 2.983], [-0.607, -1.439, 0.373], [-3.320, 0.474, -1.673], [0.166, -0.723, 0.081], [1.781, 2.289, -1.378], [0.640, 0.374, 6.818], [-3.038, -4.536, 1.343], [-3.721, -4.242, 2.137], [-3.911, -5.117, 2.761], [-2.911, -0.558, 0.122], [3.045, -3.305, 0.944], [-1.629, -2.993, -5.491], [-2.686, 5.135, -0.007], [1.634, 0.012, -3.120], [3.954, -1.095, -0.331], [0.262, 0.692, 4.127], [6.251, -1.412, 1.250], [-5.040, -2.455, 3.741], [-0.298, 0.153, -0.927], [4.743, -2.353, -0.001], [-2.204, 1.786, 3.922], [3.960, 2.479, 1.657], [1.376, 4.593, 2.285], [3.197, -1.038, -1.499], [0.012, 5.100, 1.246], [-1.084, -3.804, 2.750], [-0.017, -1.516, -4.174], [-0.430, -3.301, -6.396], [2.584, 3.113, 0.701], [-3.062, -4.179, -4.363], [2.186, 1.218, 6.823], [2.982, 2.242, 1.221], [0.372, -3.771, -5.831], [-0.637, 6.045, -0.715], [-3.469, 4.643, 0.281], [-0.636, -0.528, -2.075], [1.664, -2.268, 4.367], [0.421, -0.109, 0.939], [2.042, -0.368, 7.596], [1.955, 5.061, -2.072], [0.738, -1.660, -4.931], [-1.424, -4.824, -4.355], [6.434, -1.845, -1.259], [-2.215, 4.866, -3.674], [-1.252, 7.384, -3.513], [-3.987, 2.894, -1.898], [-2.892, -1.841, 2.183], [2.398, 1.228, -1.029], [0.093, 6.266, -3.670], [0.645, 2.736, -2.778], [-1.716, 1.702, 2.945], [0.253, 3.339, -3.448]],
  "mulliken_charge": [0.45, 0.51, -1.90, 0.31, -1.89, 0.43, -1.17, 0.80, -2.13, 0.47, 0.44, 0.42, 1.25, 0.35, 2.40, 0.42, -1.01, 0.50, 0.30, 0.32, 0.38, 0.38, -1.67, -0.75, -2.14, 0.38, 0.14, -1.69, 0.32, -0.36, 0.25, -0.43, -0.26, 0.45, 0.43, 0.25, -0.48, 0.33, -0.33, -0.43, 0.29, 0.48, -0.04, 0.51, 0.41, 0.33, 1.02, -0.79, 0.47, -1.08, -1.34, 0.41, 0.27, 0.51, 0.30, 0.36, 0.44, 0.11, 0.50, 0.76, 0.03, 0.48, 0.30, -1.69, 0.21, 0.35, -0.11, 0.43, 0.31, -1.81, -0.45, 0.24, -0.40, 0.52, -1.66, 0.38, 0.50, 0.65, -1.02, 2.41, 0.29, -0.35, -0.47, -0.92, 0.31, 0.37, -2.24, 0.44, 0.07, 0.23, 1.75, 0.30, -1.24, -0.19, -0.84, 0.38, 0.42, 2.33, 2.38, 0.86, 0.82, 0.25, -0.73, 0.19, 0.32, -0.26, -2.18, 0.23, 0.31, 0.39, -1.81, 0.44, -0.68, -0.84, -0.51, 0.28, -0.60, 0.47, -0.90, 0.52, 0.38, 0.39, 0.77, 0.28, -0.77, -0.22, -0.09, 0.26, -0.04, -1.42, -0.74]
}

No. 3
{
  "formula": "C2HClN2O2",
  "method": "ωB97M-V with the def2-TZVPD basis set",
  "de_lowest_kcal_mol": 125.5,
  "lumo_energy_ha": [-0.044, -0.064],
  "e_tot_ev": -21681.9224,
  "e_homo_ev": [-9.47, -10.06],
  "species": ["N", "O", "H", "N", "O", "C", "Cl", "C"],
  "coordinates": [[0.522, -1.597, -0.400], [-0.237, -2.416, -0.079], [-1.123, 1.530, -0.929], [-0.941, 0.447, 2.054], [1.591, -1.524, -0.812], [-0.717, 0.709, 0.949], [1.219, 1.719, -0.508], [-0.315, 1.132, -0.276]],
  "mulliken_charge": [0.81, -0.42, 0.34, -0.34, -0.40, 0.45, -0.06, -0.36]
}

No. 4
{
  "formula": "C11H24CaNO8P",
  "method": "ωB97M-V with the def2-TZVPD basis set",
  "de_lowest_kcal_mol": 6.1,
  "spin_multiplicity": 2,
  "lumo_energy_ha": [0.089, 0.089],
  "charge": -1,
  "e_tot_ev": -57399.0088,
  "e_homo_ev": [-4.91, -4.52],
  "species": ["H", "P", "H", "N", "O", "H", "Ca", "H", "H", "O", "H", "H", "C", "C", "O", "O", "C", "H", "C", "H", "O", "H", "C", "H", "H", "H", "H", "H", "C", "O", "H", "H", "H", "C", "C", "C", "C", "H", "H", "C", "H", "H", "O", "O", "H", "H"],
  "coordinates": [[-3.063, 2.064, -1.261], [-2.594, -0.969, 2.501], [0.319, -3.236, -3.176], [-0.549, -0.501, -1.440], [1.509, -4.158, 2.159], [1.513, -0.057, -1.966], [-0.569, -0.947, 0.878], [2.573, 0.378, 1.905], [-2.222, 0.101, -2.632], [-2.743, -1.868, 1.196], [0.765, -4.707, 2.415], [1.322, 3.899, 3.110], [-2.056, 1.659, -1.164], [0.501, -2.793, -2.197], [-3.537, -1.141, 3.716], [-1.418, -1.798, 3.015], [0.972, -3.244, 1.354], [3.136, 2.249, 2.797], [-0.701, -1.795, -2.143], [3.211, 3.139, 1.263], [0.699, 1.148, 1.394], [-1.903, 1.835, -0.100], [1.320, 3.275, 2.216], [1.035, 1.905, -3.506], [0.922, 0.392, -4.044], [-0.746, 2.383, 1.981], [0.058, 1.800, 3.355], [-0.590, 1.244, -3.521], [0.254, 2.139, 2.338], [1.460, -2.125, 1.166], [0.507, -3.673, -1.554], [0.644, 1.140, -1.117], [-2.786, -0.412, -1.075], [0.517, 0.379, -1.887], [-1.959, 0.093, -1.575], [2.600, 2.475, 1.875], [2.140, 1.135, 1.251], [1.482, -2.323, -2.136], [-1.579, -2.274, -1.708], [0.449, 1.014, -3.284], [-1.303, 2.152, -1.779], [-1.020, -1.638, -3.173], [-0.169, -3.406, 0.932], [-1.907, 0.252, 2.026], [2.462, 0.919, 0.232], [1.043, 3.896, 1.365]],
  "mulliken_charge": [0.44, 0.41, 0.36, 0.68, -0.54, 0.41, 1.67, 0.27, 0.52, -0.54, 0.32, 0.38, -0.95, -1.20, -0.82, -0.37, 0.93, 0.32, -0.98, 0.30, -0.28, 0.06, -0.65, 0.40, 0.37, 0.25, 0.36, 0.28, -0.64, -0.80, 0.27, 0.22, 0.58, -0.76, -0.90, -0.65, -0.49, 0.23, 0.54, -1.54, 0.27, 0.70, -0.65, -0.40, 0.34, 0.27]
}

No. 5
{
  "formula": "C5H14BBeClFeN",
  "method": "ωB97M-V with the def2-TZVPD basis set",
  "de_lowest_kcal_mol": 0.0,
  "spin_multiplicity": 6,
  "lumo_energy_ha": [0.192, 0.192],
  "charge": -2,
  "e_tot_ev": -54888.2419,
  "e_homo_ev": [-0.29, -1.27],
  "species": ["C", "C", "H", "C", "H", "H", "Cl", "H", "H", "Be", "H", "H", "B", "Fe", "H", "N", "H", "C", "H", "C", "H", "H", "H", "H"],
  "coordinates": [[-0.840, -2.625, 0.984], [-1.450, 3.701, -0.926], [1.462, 4.418, -1.420], [2.344, -0.883, -0.366], [2.112, 2.773, -1.525], [-2.063, 3.230, -1.710], [0.520, -1.647, -2.939], [0.342, 0.995, 0.780], [-1.207, 0.797, -0.038], [-0.032, 2.802, -0.662], [-2.069, 3.764, -0.018], [-1.234, 4.728, -1.257], [-1.537, -3.629, 1.902], [0.472, -0.759, -0.977], [-2.728, -3.531, 1.676], [-0.311, -1.849, 0.277], [2.986, -0.878, -1.263], [1.505, 3.448, -0.907], [-1.109, -4.737, 1.654], [-0.162, 1.164, -0.204], [2.560, -0.024, 0.286], [2.032, 3.589, 0.046], [-1.295, -3.318, 3.054], [2.461, -1.835, 0.175]],
  "mulliken_charge": [0.32, -0.67, 0.17, -0.84, 0.10, 0.12, -0.58, 0.21, 0.27, -0.52, 0.12, 0.13, -0.13, 0.25, -0.13, -0.35, 0.16, -0.60, -0.13, -0.32, 0.19, 0.11, -0.12, 0.24]
}

No. 6
{
  "formula": "C19H57N5O11",
  "method": "ωB97M-V with the def2-TZVPD basis set",
  "de_lowest_kcal_mol": 0.2,
  "lumo_energy_ha": 0.008,
  "e_tot_ev": -50597.6010,
  "smiles": "COCCNCCOC.COCCNCCOC.COCCNCCOC.NC(N)=O.O.O.O.O",
  "e_homo_ev": -8.75,
  "species": ["C", "H", "C", "C", "H", "H", "C", "H", "C", "O", "C", "H", "C", "H", "H", "H", "H", "C", "H", "C", "O", "O", "C", "N", "C", "H", "C", "N", "H", "C", "H", "O", "H", "H", "C", "H", "H", "H", "H", "H", "H", "H", "O", "O", "H", "H", "H", "N", "H", "H", "H", "H", "C", "H", "O", "H", "H", "H", "H", "N", "O", "H", "H", "N", "H", "H", "H", "H", "O", "H", "H", "H", "H", "H", "H", "H", "C", "O", "H", "O", "H", "H", "C", "H", "C", "C", "H", "H", "H", "H", "H", "H"],
  "coordinates": [[3.477, 4.366, -5.532], [-1.823, -6.616, 1.889], [0.169, 2.731, -6.147], [2.006, 4.261, -5.871], [0.156, -6.143, 1.093], [-1.068, -0.967, -0.858], [1.427, 4.279, 4.335], [-0.856, 0.450, 4.091], [-0.247, 1.249, -6.242], [-2.497, -5.146, 0.637], [0.297, 3.579, 3.609], [0.853, -1.608, 5.201], [-1.558, 1.420, 2.389], [1.272, 4.166, 5.419], [4.124, 3.881, -6.274], [-4.606, 1.104, 1.286], [2.038, 2.269, -5.554], [-3.483, -2.301, 3.037], [1.430, 4.637, -5.016], [-2.702, -6.403, 1.286], [1.139, -3.458, 4.365], [2.709, 3.852, 3.893], [1.309, -2.573, 5.445], [1.598, 2.898, -6.220], [0.391, 0.774, -4.012], [-0.565, 0.400, -3.639], [3.716, 4.146, 4.859], [0.344, 2.142, 3.854], [1.838, 4.893, -6.745], [-1.355, -5.052, -0.182], [-0.291, 3.196, -7.026], [-4.087, -1.993, 4.065], [-1.042, 0.628, 1.827], [0.278, -2.404, 0.596], [1.668, -2.960, 3.158], [0.808, 1.903, 4.718], [2.368, -2.385, 5.657], [3.744, 3.779, -4.638], [-0.276, 3.155, -5.238], [-1.376, -5.724, -1.047], [2.757, -2.895, 3.294], [1.254, -1.989, 2.862], [3.780, 5.723, -5.343], [0.363, -1.548, 0.111], [-2.650, 0.164, -2.910], [1.101, -1.673, -0.497], [0.835, -2.965, 6.340], [-2.263, -1.802, 2.717], [-5.018, -3.242, 2.142], [4.629, 4.191, 4.268], [-0.560, -4.046, 2.206], [-1.316, 1.258, -6.002], [4.973, 5.983, -4.627], [-1.298, -4.059, -0.632], [0.516, 0.413, -5.374], [-1.489, -2.743, -4.165], [5.775, 5.287, -4.892], [0.471, 3.736, 2.540], [-2.951, 0.936, -4.206], [-4.022, -3.149, 2.105], [-1.677, -0.873, -1.623], [-3.620, -6.321, 1.860], [1.170, 0.332, -3.390], [0.156, -4.088, 1.489], [-3.275, 1.896, 0.551], [-1.793, -1.154, 3.316], [0.452, 1.845, -3.801], [1.444, 5.365, 4.158], [-3.348, 0.331, -3.572], [-2.828, -3.112, -3.528], [-0.666, 3.984, 3.937], [-1.913, -1.913, 1.784], [0.691, -5.047, -0.255], [-3.482, -3.528, 1.329], [-1.700, 1.901, 4.487], [1.802, -4.958, 2.521], [-3.522, 1.035, 1.180], [-1.878, -3.090, -3.352], [-1.660, -1.742, -2.067], [-2.919, 1.151, 2.449], [3.767, 3.358, 5.613], [-2.890, -7.153, 0.513], [1.497, -4.000, 2.080], [-3.291, 0.059, 0.748], [-0.017, -5.202, 0.568], [-0.942, 1.501, 3.795], [-0.121, 0.836, -7.238], [5.224, 7.015, -4.853], [4.778, 5.842, -3.558], [-1.346, 2.369, 1.872], [2.151, -3.756, 1.238], [3.541, 5.110, 5.342]],
  "mulliken_charge": [-0.56, 0.30, -0.73, -0.39, 0.39, 0.28, -0.76, -0.12, -0.34, -0.35, -0.48, 0.02, -0.22, 0.42, 0.37, 0.29, 0.28, 0.61, 0.26, -0.76, -0.33, -0.33, -0.47, -0.34, -0.15, -0.12, -0.71, -0.13, 0.23, -0.19, 0.44, -0.73, 0.15, 0.23, -0.44, 0.21, 0.32, 0.35, 0.37, 0.41, 0.45, 0.25, -0.33, -0.60, 0.32, 0.26, 0.27, 0.26, 0.20, 0.23, 0.10, 0.14, -0.73, -0.03, -0.43, 0.29, 0.32, 0.28, 0.32, -0.26, -0.53, 0.26, 0.24, 0.15, 0.33, 0.06, 0.25, 0.43, -0.64, 0.32, 0.33, -0.27, 0.40, 0.15, 0.27, 0.40, -0.60, -0.66, 0.35, -0.41, 0.26, 0.29, -0.85, 0.13, -0.99, -0.46, 0.35, 0.25, 0.28, 0.53, 0.43, 0.33]
}

> Which formula does entry 5 have?

C5H14BBeClFeN